[1]
ORCA calculation (ωB97M-V with the def2-TZVPD basis set) on a single C2H3Br2NOSi molecule at a distorted geometry.

## Properties
E, a.u.: -5645.6164
Relative energy (zero: lowest compared OMol25 entry of this formula, charge and spin), kcal/mol: 8.44
HOMO, eV: -10.4
Molecular weight, g mol⁻¹: 244.946
Frontier orbital gap, eV: 10.406

Geometry (Å):
O1 2.953 -1.013 0.145
H1 0.182 0.975 0.050
Br1 1.223 -2.613 2.339
Si1 1.416 -0.652 1.353
C1 2.894 -0.627 -1.078
N1 2.990 -0.194 -2.149
H2 -1.044 -0.113 0.633
C2 0.060 -0.033 0.171
Br2 2.300 0.698 2.773
H3 0.090 -0.736 -0.709

natural (NBO) population analysis, charges in e, atoms 1 to 4:
1 O -0.772
2 H 0.256
3 Br -0.236
4 Si 1.464


[2]
ORCA calculation (ωB97M-V with the def2-TZVPD basis set) on a single C2H3Br2OP molecule at a distorted geometry.

## Properties
E, a.u.: -5642.4732
2S+1: 3
Relative energy (zero: lowest compared OMol25 entry of this formula, charge and spin), kcal/mol: 32.34
HOMO (spin up / spin down), eV: -6.8 / -10.4
Molecular weight, g mol⁻¹: 233.827
Frontier orbital gap (spin up / spin down), eV: 6.676 / 6.517

Geometry (Å):
H1 -2.548 0.008 0.122
Br1 1.836 -0.883 1.855
C1 -1.527 -0.153 -0.319
C2 -0.550 0.390 0.326
H2 -1.421 -0.886 -1.041
O1 1.406 -1.197 -1.324
P1 1.166 -0.136 -0.086
H3 -0.784 1.260 0.900
Br2 2.421 1.596 -0.433

natural (NBO) population analysis, charges in e, atoms 1 to 4:
1 H 0.181
2 Br -0.160
3 C -0.332
4 C -0.406


[3]
ORCA calculation (ωB97M-V with the def2-TZVPD basis set) on a molecular structure, C2H3Br3Si at a distorted geometry.

## Properties
E, a.u.: -8089.2383
Relative energy (zero: lowest compared OMol25 entry of this formula, charge and spin), kcal/mol: 257.82
HOMO (spin up / spin down), eV: -8.6 / -7.6
Molecular weight, g mol⁻¹: 294.844
Frontier orbital gap (spin up / spin down), eV: 7.951 / 6.017

Geometry (Å):
Br1 -1.652 -0.745 0.067
Br2 0.657 -2.828 0.504
Br3 -2.294 2.280 0.787
C1 0.244 -1.196 -0.393
H1 1.440 0.881 1.091
H2 0.631 1.033 -1.260
H3 2.496 -0.389 -0.749
Si1 1.406 0.331 -0.388
C2 -2.927 0.634 0.342

natural (NBO) population analysis, charges in e, atoms 1 to 4:
1 Br 0.473
2 Br 0.099
3 Br 0.096
4 C -0.667